Record 1
{
  "formula": "C5H12NO2S",
  "method": "ωB97M-V with the def2-TZVPD basis set",
  "charge": 1,
  "e_homo_ha": -0.528,
  "energy_ha": -800.81945,
  "homo_lumo_gap_ev": 10.6,
  "de_lowest_kcal_mol": 55.7,
  "elements": ["C", "C", "C", "C", "C", "N", "O", "O", "S", "H", "H", "H", "H", "H", "H", "H", "H", "H", "H", "H", "H"],
  "xyz": [[0.3476, -0.4672, 0.6290], [1.0322, -1.4457, -0.3590], [-0.3513, 2.3204, -2.1402], [-0.3273, -1.4000, 1.8113], [-0.5022, 0.4755, -0.4264], [0.1021, 1.4206, -1.0700], [1.2854, 0.3491, 1.1702], [-0.0244, -0.8634, 3.0269], [-2.1351, -0.0870, -0.5483], [2.0473, -1.1874, -0.5797], [0.5457, -1.6619, -1.2142], [1.0709, -2.2906, 0.2061], [-0.2715, 3.2886, -1.8601], [0.1034, 2.1569, -3.0863], [-1.4252, 2.2657, -2.4347], [0.1058, -2.3420, 1.6454], [-1.3760, -1.5480, 1.6419], [1.1661, 0.4665, 2.2256], [1.0917, 1.4348, -0.8542], [0.1458, -1.5776, 3.6477], [-2.6309, 0.6928, -1.4309]]
}

Record 2
{
  "formula": "C5H12NO2S",
  "method": "ωB97M-V with the def2-TZVPD basis set",
  "charge": 1,
  "e_homo_ha": -0.475,
  "energy_ha": -800.81347,
  "homo_lumo_gap_ev": 9.2,
  "de_lowest_kcal_mol": 59.5,
  "elements": ["C", "C", "C", "C", "C", "N", "O", "O", "S", "H", "H", "H", "H", "H", "H", "H", "H", "H", "H", "H", "H"],
  "xyz": [[-0.5663, 0.8921, -0.2912], [-1.7161, 1.2069, 0.5155], [0.4441, -1.2428, 0.7575], [1.2568, -0.5021, -1.4841], [0.0066, -0.5405, -0.4960], [0.1082, 1.8027, 0.6794], [-2.4313, 2.2537, 0.3344], [-2.0526, 0.3110, 1.3701], [-1.3238, -1.6588, -1.2617], [-0.5057, 1.3302, -1.3631], [0.9169, -2.2292, 0.4809], [-0.5115, -1.3347, 1.3477], [1.1965, -0.7020, 1.2775], [1.4704, -1.5727, -1.9303], [0.9453, 0.1323, -2.3219], [2.1720, -0.0690, -0.9030], [1.0920, 1.5008, 0.7065], [0.1307, 2.7825, 0.4524], [-2.9861, 2.4003, 1.0565], [-2.9189, 0.3272, 1.8666], [-1.5996, -2.2762, -0.0255]]
}

Record 3
{
  "formula": "C5H12NO3P",
  "method": "ωB97M-V with the def2-TZVPD basis set",
  "e_homo_ha": -0.329,
  "energy_ha": -819.44976,
  "homo_lumo_gap_ev": 9.6,
  "de_lowest_kcal_mol": 77.8,
  "smiles": "[H]/N=C/P(=O)(CCO)CCO",
  "elements": ["C", "C", "C", "C", "C", "N", "O", "O", "O", "P", "H", "H", "H", "H", "H", "H", "H", "H", "H", "H", "H", "H"],
  "xyz": [[-1.6109, 2.2637, -0.4995], [2.4272, 0.1809, -0.4003], [-0.8939, -1.8998, 0.7460], [1.1210, 0.7744, 0.1721], [-1.6085, -0.5332, 0.3652], [-1.3783, 2.5567, 0.7062], [-0.2687, -0.3760, -2.0182], [2.6002, -1.1435, 0.0999], [-0.5467, -2.7102, -0.3702], [-0.4904, 0.3438, -0.7142], [-2.1905, 2.6651, -1.3569], [3.2421, 0.7859, 0.1661], [2.4866, 0.1946, -1.5624], [-1.2748, -2.4708, 1.5928], [0.1116, -1.5874, 0.9986], [0.9826, 0.5368, 1.2749], [1.1440, 1.9398, 0.0778], [-2.4234, -0.9898, -0.2339], [-1.9875, -0.0926, 1.2794], [-1.7224, 3.4431, 1.1585], [2.1796, -1.7272, -0.6548], [0.1010, -2.1546, -0.8271]]
}

Please write out number 1 again, unchanged.
{
  "formula": "C5H12NO2S",
  "method": "ωB97M-V with the def2-TZVPD basis set",
  "charge": 1,
  "e_homo_ha": -0.528,
  "energy_ha": -800.81945,
  "homo_lumo_gap_ev": 10.6,
  "de_lowest_kcal_mol": 55.7,
  "elements": ["C", "C", "C", "C", "C", "N", "O", "O", "S", "H", "H", "H", "H", "H", "H", "H", "H", "H", "H", "H", "H"],
  "xyz": [[0.3476, -0.4672, 0.6290], [1.0322, -1.4457, -0.3590], [-0.3513, 2.3204, -2.1402], [-0.3273, -1.4000, 1.8113], [-0.5022, 0.4755, -0.4264], [0.1021, 1.4206, -1.0700], [1.2854, 0.3491, 1.1702], [-0.0244, -0.8634, 3.0269], [-2.1351, -0.0870, -0.5483], [2.0473, -1.1874, -0.5797], [0.5457, -1.6619, -1.2142], [1.0709, -2.2906, 0.2061], [-0.2715, 3.2886, -1.8601], [0.1034, 2.1569, -3.0863], [-1.4252, 2.2657, -2.4347], [0.1058, -2.3420, 1.6454], [-1.3760, -1.5480, 1.6419], [1.1661, 0.4665, 2.2256], [1.0917, 1.4348, -0.8542], [0.1458, -1.5776, 3.6477], [-2.6309, 0.6928, -1.4309]]
}